Run 1
This record from the Open Molecules 2025 dataset describes 2 unconnected molecules or ions with the total composition C3H10NO3. The level of theory is ωB97M-V/def2-TZVPD.

Last column: natural (NBO) charge in e.
Element x y z (Å)
O: 2.073 0.306 -0.169  -0.972
O: -0.289 2.244 -0.322  -0.713
O: 0.180 1.172 -2.270  -0.522
N: -0.442 -0.428 0.728  -0.516
C: -1.057 0.072 -0.551  -0.326
C: -0.206 1.192 -1.143  0.780
C: -0.574 -1.866 1.032  -0.439
H: -0.165 -2.471 0.232  0.245
H: 2.175 0.411 -1.128  0.509
H: -1.542 -2.162 1.420  0.247
H: 2.751 0.926 0.138  0.506
H: 0.566 -0.275 0.576  0.475
H: 0.304 3.012 -0.355  0.533
H: -0.653 0.210 1.493  0.443
H: 0.110 -2.118 1.854  0.242
H: -2.012 0.506 -0.291  0.253
H: -1.219 -0.730 -1.244  0.255

Charge ... +1


Run 2
This record from the Open Molecules 2025 dataset describes 2 unconnected molecules or ions with the total composition C3H10NO3. The level of theory is ωB97M-V/def2-TZVPD.

Last column: natural (NBO) charge in e.
Element x y z (Å)
O: -0.745 0.055 1.503  -0.624
O: 1.556 2.175 2.486  -0.904
O: 0.705 1.270 0.333  -0.676
N: -1.528 -1.431 -0.483  -0.690
C: 0.513 -0.593 -1.741  -0.649
C: -0.650 -0.252 -0.900  -0.152
C: -0.223 0.405 0.489  0.801
H: 2.417 1.748 2.417  0.503
H: 0.301 -1.487 -2.349  0.226
H: 1.373 -0.860 -1.137  0.241
H: 1.091 1.804 3.248  0.514
H: -1.289 0.467 -1.416  0.250
H: -1.083 -2.342 -0.690  0.442
H: -2.425 -1.438 -0.964  0.443
H: -1.764 -1.449 0.536  0.477
H: 0.999 1.785 1.204  0.520
H: 0.753 0.143 -2.535  0.276

Charge ... +1


Of them, run 1 has the lowest stability.


Run 1
This record from the Open Molecules 2025 dataset describes 2 unconnected molecules or ions with the total composition C3H10NO3. The level of theory is ωB97M-V/def2-TZVPD.

Last column: natural (NBO) charge in e.
Element x y z (Å)
O: -2.407 1.342 -0.921  -0.559
O: -3.582 0.035 0.514  -0.679
O: 0.069 0.280 1.068  -0.664
N: 1.791 0.939 -0.489  -0.749
C: -2.594 0.281 -0.418  0.617
C: 0.720 -0.183 -0.010  0.271
C: 1.445 -1.487 0.368  -0.646
H: 0.888 -2.150 0.964  0.270
H: 2.779 0.632 -0.280  0.450
H: 1.770 1.287 -1.464  0.453
H: 0.095 -0.498 -0.883  0.202
H: 2.321 -1.188 1.031  0.218
H: -4.075 0.841 0.742  0.509
H: 1.960 -1.900 -0.556  0.234
H: -2.024 -0.661 -0.611  0.118
H: -0.759 0.638 0.853  0.498
H: 1.604 1.791 0.094  0.457

Charge ... +1


Run 2
This record from the Open Molecules 2025 dataset describes 2 unconnected molecules or ions with the total composition C3H10NO3. The level of theory is ωB97M-V/def2-TZVPD.

Last column: natural (NBO) charge in e.
Element x y z (Å)
O: -0.122 -0.405 0.227  -0.447
O: 1.731 0.276 1.103  -0.654
O: 3.172 -1.369 -0.077  -0.923
N: -0.068 1.165 1.980  -0.771
C: -1.658 0.497 -1.264  -0.625
C: 0.449 0.351 1.070  0.944
C: -1.521 -0.444 -0.114  -0.041
H: 0.588 1.541 2.643  0.444
H: -1.808 -1.439 -0.258  0.224
H: 2.232 -0.476 0.455  0.535
H: -1.968 -0.008 0.747  0.165
H: -1.028 0.167 -1.987  0.224
H: 3.475 -2.113 0.539  0.521
H: -1.179 1.459 -0.980  0.210
H: -1.021 1.115 2.209  0.418
H: -2.604 0.672 -1.676  0.248
H: 4.053 -1.071 -0.471  0.527

Charge ... +1


Run 3
This record from the Open Molecules 2025 dataset describes a gas-phase ion, C3H10NO3 (charge +1). The level of theory is ωB97M-V/def2-TZVPD.

Last column: natural (NBO) charge in e.
Element x y z (Å)
O: -1.457 0.762 0.866  -0.655
O: 0.235 -2.072 -0.572  -0.693
O: -0.862 -1.651 1.467  -0.744
N: 0.879 0.620 0.104  -0.555
C: -0.641 0.189 -0.024  0.233
C: 1.209 1.792 -0.785  -0.457
C: -0.743 -1.381 0.063  0.325
H: -1.730 -1.690 -0.403  0.164
H: 0.945 0.929 1.094  0.456
H: -1.077 0.439 -1.099  0.222
H: 0.047 -2.955 -0.515  0.496
H: 1.581 -0.075 -0.209  0.466
H: -1.295 -2.411 1.669  0.497
H: 2.194 2.093 -0.885  0.246
H: 0.917 1.721 -1.878  0.248
H: -1.493 0.084 1.569  0.510
H: 0.671 2.678 -0.527  0.242

Charge ... +1
Structure (SMILES) ... C[NH2+][C@H](O)C(O)O


Of them, run 3 has the lowest stability.


Run 1
This record from the Open Molecules 2025 dataset describes C17H14O4S in the gas phase. The level of theory is ωB97M-V/def2-TZVPD.

Last column: natural (NBO) charge in e.
Element x y z (Å)
S: 1.335 1.097 -0.372  2.363
O: 1.829 1.277 0.960  -0.923
O: 0.799 -5.793 2.727  -0.662
O: -0.247 0.717 -0.321  -0.694
O: 2.016 0.150 -1.199  -0.920
C: -2.108 -4.336 1.147  -0.154
C: 1.681 2.718 -2.502  -0.181
C: 0.040 -4.866 2.088  0.325
C: -2.463 -2.123 0.104  -0.145
C: 1.571 3.894 -3.224  -0.228
C: 0.935 4.984 -2.651  -0.172
C: 1.156 2.648 -1.227  -0.272
C: -1.293 -5.220 1.789  -0.265
C: -0.654 -0.546 0.056  0.284
C: -1.985 -0.894 -0.251  -0.265
C: -0.305 -2.699 1.073  0.076
C: 0.520 -3.629 1.737  -0.322
C: -0.072 3.613 0.738  -0.656
C: 0.509 3.723 -0.631  0.006
C: -1.645 -3.057 0.770  -0.121
C: 0.170 -1.423 0.706  -0.277
C: 0.411 4.897 -1.373  -0.206
H: 0.845 5.907 -3.204  0.218
H: 2.167 1.843 -2.901  0.245
H: 1.540 -3.351 1.963  0.207
H: -1.634 -6.200 2.081  0.226
H: 0.627 3.109 1.401  0.256
H: -0.318 4.595 1.135  0.219
H: -0.085 5.753 -0.938  0.216
H: -2.600 -0.173 -0.765  0.226
H: 1.686 -5.445 2.875  0.482
H: -3.128 -4.607 0.916  0.213
H: -3.483 -2.395 -0.127  0.213
H: -0.979 3.011 0.704  0.235
H: 1.184 -1.139 0.934  0.232
H: 1.978 3.960 -4.221  0.222

Structure (SMILES) ... Cc1ccccc1S(=O)(=O)Oc1ccc2ccc(O)cc2c1


Run 2
This record from the Open Molecules 2025 dataset describes C17H14O4S in the gas phase. The level of theory is ωB97M-V/def2-TZVPD.

Last column: natural (NBO) charge in e.
Element x y z (Å)
S: -1.730 -0.994 0.729  0.200
O: 3.848 -1.258 4.365  -0.668
O: -1.192 1.703 -5.595  -0.673
O: -3.432 -0.346 -1.845  -0.677
O: 2.548 0.306 -1.891  -0.517
C: 2.677 0.191 1.175  -0.139
C: -0.976 -0.093 -1.821  -0.211
C: 2.051 -1.937 2.915  -0.273
C: 0.159 0.909 -3.730  -0.276
C: 1.606 -0.671 0.864  -0.113
C: -1.876 0.568 1.656  -0.507
C: 3.415 -0.017 2.327  -0.302
C: 1.364 0.033 -1.627  0.588
C: -2.259 0.069 -2.463  0.364
C: -3.081 0.487 2.588  -0.618
C: 0.216 0.329 -2.466  -0.041
C: -1.108 1.138 -4.332  0.334
C: -2.284 0.682 -3.708  -0.319
C: 3.121 -1.067 3.213  0.325
C: -0.546 -0.594 -0.538  -0.081
C: 1.309 -1.713 1.746  -0.155
C: 0.835 -0.469 -0.342  -0.146
H: -3.997 0.342 2.020  0.216
H: 1.093 1.248 -4.220  0.226
H: -3.247 0.848 -4.191  0.243
H: -3.157 1.416 3.182  0.224
H: -3.186 -0.809 -1.040  0.491
H: 0.594 -2.410 1.473  0.218
H: 4.651 -0.726 4.324  0.481
H: 2.890 1.040 0.554  0.227
H: 4.166 0.683 2.615  0.206
H: 1.872 -2.748 3.601  0.227
H: -2.037 1.394 0.967  0.217
H: -0.960 0.842 2.178  0.223
H: -3.021 -0.354 3.286  0.214
H: -0.321 1.976 -5.967  0.491

Structure (SMILES) ... CCSC1=C(c2ccc(O)cc2)C(=O)c2cc(O)cc(O)c21


Of them, run 2 has the lowest stability.